Molecular formula: C44H64GeN5OsP3Se
Method: DFT, the ωB97M-V functional and the def2-TZVPD basis

The multiplicity is 2. As for the charge: +3. The calculation puts the gap between HOMO and LUMO (alpha / beta) at 4.1 / 4.1 eV.

Cartesian coordinates (Å):
1 Os 0.684 -0.881 -0.014
2 C 0.722 1.300 3.557
3 C 2.137 1.082 3.020
4 C 3.048 2.214 3.492
5 P 2.026 0.838 1.164
6 C 1.321 2.483 0.668
7 N -0.113 2.480 0.589
8 Ge -1.143 0.731 0.151
9 N -2.320 0.055 1.606
10 C -2.002 -1.159 2.301
11 P -0.837 -2.268 1.379
12 C -2.012 -3.449 0.541
13 C -1.248 -4.210 -0.536
14 C -3.212 -2.721 -0.062
15 C -0.126 -3.235 2.817
16 C 0.291 -4.664 2.496
17 C 1.053 -2.462 3.398
18 C -3.114 0.967 2.228
19 C -3.745 0.783 3.467
20 C -4.455 1.812 4.045
21 C -4.535 3.054 3.420
22 C -3.930 3.251 2.188
23 C -3.263 2.208 1.577
24 N -2.726 2.268 0.245
25 C -2.125 3.543 -0.021
26 C -2.808 4.632 -0.518
27 C -2.164 5.857 -0.639
28 C -0.830 5.986 -0.264
29 C -0.120 4.892 0.174
30 C -0.746 3.636 0.283
31 C -3.738 1.898 -0.713
32 C -5.044 2.345 -0.668
33 C -5.932 1.990 -1.674
34 C -5.512 1.173 -2.718
35 C -4.224 0.685 -2.754
36 C -3.310 1.027 -1.742
37 N -2.043 0.557 -1.635
38 C -1.474 -0.272 -2.660
39 P 0.374 -0.389 -2.485
40 C 0.897 1.199 -3.361
41 C 0.099 2.401 -2.861
42 C 0.768 1.144 -4.886
43 C 0.889 -1.663 -3.754
44 C 2.416 -1.706 -3.771
45 C 0.329 -3.067 -3.591
46 C 3.751 0.791 0.433
47 C 4.387 2.135 0.099
48 C 4.646 -0.044 1.352
49 H 0.721 1.200 4.640
50 H 0.027 0.574 3.136
51 H 0.356 2.297 3.316
52 H 2.531 0.137 3.410
53 H 2.640 3.200 3.275
54 H 4.052 2.153 3.082
55 H 3.141 2.140 4.575
56 H 1.765 2.779 -0.291
57 H 1.661 3.199 1.424
58 H -2.912 -1.745 2.490
59 H -1.540 -0.936 3.275
60 H -2.352 -4.135 1.326
61 H -0.923 -3.513 -1.307
62 H -1.880 -4.964 -0.994
63 H -0.367 -4.710 -0.139
64 H -2.899 -1.834 -0.612
65 H -3.936 -2.418 0.689
66 H -3.729 -3.385 -0.751
67 H -0.938 -3.268 3.558
68 H 1.082 -4.692 1.746
69 H -0.544 -5.271 2.161
70 H 0.683 -5.124 3.402
71 H 1.854 -2.389 2.657
72 H 1.447 -2.983 4.268
73 H 0.765 -1.460 3.706
74 H -3.687 -0.172 3.963
75 H -4.942 1.659 4.994
76 H -5.084 3.860 3.879
77 H -3.988 4.216 1.711
78 H -3.841 4.540 -0.813
79 H -2.711 6.707 -1.008
80 H -0.347 6.948 -0.338
81 H 0.918 5.006 0.440
82 H -5.390 2.970 0.141
83 H -6.949 2.349 -1.640
84 H -6.210 0.900 -3.492
85 H -3.930 0.020 -3.550
86 H -1.690 0.144 -3.651
87 H -1.885 -1.289 -2.622
88 H 1.952 1.345 -3.097
89 H -0.921 2.382 -3.236
90 H 0.562 3.313 -3.227
91 H 0.067 2.444 -1.778
92 H -0.226 0.834 -5.204
93 H 1.509 0.510 -5.363
94 H 0.921 2.152 -5.266
95 H 0.510 -1.271 -4.704
96 H 2.790 -2.099 -2.823
97 H 2.857 -0.724 -3.925
98 H 2.768 -2.358 -4.567
99 H 0.779 -3.590 -2.748
100 H 0.572 -3.629 -4.491
101 H -0.756 -3.069 -3.494
102 H 3.617 0.223 -0.505
103 H 4.413 2.804 0.953
104 H 3.885 2.634 -0.724
105 H 5.415 1.952 -0.208
106 H 5.003 0.538 2.196
107 H 5.513 -0.401 0.800
108 H 4.102 -0.907 1.739
109 Se 2.019 -2.848 -0.293
110 C 3.849 -3.531 -0.456
111 C 4.695 -3.574 0.638
112 C 5.906 -4.247 0.485
113 N 6.226 -4.836 -0.635
114 C 5.440 -4.820 -1.678
115 C 4.211 -4.169 -1.636
116 H 4.427 -3.133 1.584
117 H 6.613 -4.324 1.299
118 H 5.768 -5.350 -2.563
119 H 3.555 -4.191 -2.493

Löwdin atomic charge list, values in e, 2 entries: 0.409 -0.110

Molecular formula: C44H65N3O2ReSSe
Method: DFT, the ωB97M-V functional and the def2-TZVPD basis

The multiplicity is 2. The calculation puts the energy above the lowest of the compared OMol25 structures with the same formula, charge and spin at 0.325 eV. As for the charge: +2. The calculation puts the gap between HOMO and LUMO (alpha / beta) at 5.6 / 5.9 eV.

Cartesian coordinates (Å):
1 Re -0.361 -0.499 0.218
2 C -5.817 4.940 2.371
3 C -4.289 4.949 2.278
4 C -3.874 6.013 1.248
5 C -3.725 5.307 3.661
6 C -3.720 3.603 1.849
7 C -2.343 3.452 1.697
8 C -1.828 2.226 1.347
9 Se -0.039 2.058 0.601
10 C 1.287 1.736 1.979
11 C 1.801 2.776 2.720
12 C 2.882 2.559 3.570
13 C 3.429 1.276 3.599
14 C 2.956 0.207 2.852
15 C 1.844 0.444 2.001
16 O 1.354 -0.526 1.225
17 C 3.582 -1.191 2.944
18 C 2.520 -2.183 3.462
19 C 4.107 -1.643 1.567
20 C 4.765 -1.208 3.914
21 C 3.423 3.712 4.404
22 C 2.286 4.279 5.273
23 C 3.942 4.808 3.458
24 C 4.556 3.278 5.335
25 C -2.648 1.108 1.124
26 O -2.029 -0.084 0.884
27 C -4.045 1.272 1.124
28 C -4.526 2.517 1.519
29 C -4.991 0.185 0.586
30 C -4.858 -1.122 1.383
31 C -4.629 -0.068 -0.890
32 C -6.453 0.627 0.655
33 H -6.158 5.929 2.673
34 H -6.163 4.227 3.121
35 H -6.280 4.710 1.410
36 H -4.307 6.974 1.527
37 H -4.237 5.748 0.254
38 H -2.791 6.138 1.196
39 H -4.131 6.265 3.986
40 H -2.637 5.393 3.654
41 H -4.009 4.552 4.397
42 H -1.672 4.286 1.856
43 H 1.367 3.763 2.627
44 H 4.285 1.107 4.233
45 H 1.714 -2.310 2.742
46 H 2.099 -1.831 4.406
47 H 2.979 -3.158 3.631
48 H 3.315 -1.701 0.825
49 H 4.559 -2.631 1.660
50 H 4.871 -0.951 1.209
51 H 4.459 -0.948 4.928
52 H 5.549 -0.522 3.590
53 H 5.191 -2.211 3.939
54 H 1.474 4.690 4.672
55 H 2.673 5.081 5.902
56 H 1.880 3.502 5.922
57 H 3.148 5.204 2.823
58 H 4.735 4.422 2.817
59 H 4.347 5.634 4.043
60 H 4.224 2.492 6.016
61 H 4.867 4.129 5.940
62 H 5.430 2.932 4.781
63 H -5.596 2.650 1.560
64 H -3.854 -1.525 1.315
65 H -5.556 -1.861 0.986
66 H -5.101 -0.950 2.434
67 H -3.628 -0.489 -0.994
68 H -4.671 0.858 -1.465
69 H -5.333 -0.772 -1.335
70 H -6.776 0.770 1.687
71 H -7.081 -0.150 0.219
72 H -6.627 1.544 0.092
73 C -1.668 -8.293 1.570
74 C -0.560 -7.260 1.379
75 C -0.700 -6.447 0.089
76 C -1.984 -5.618 0.012
77 N -2.169 -4.750 1.180
78 C -1.575 -3.588 1.394
79 S -0.521 -2.952 0.167
80 N -1.775 -2.934 2.529
81 C -2.723 -3.334 3.568
82 C -2.188 -4.424 4.500
83 C -1.077 -3.938 5.434
84 C -1.571 -2.956 6.496
85 H -1.507 -8.861 2.485
86 H -1.678 -8.996 0.736
87 H -2.657 -7.833 1.635
88 H 0.399 -7.778 1.342
89 H -0.514 -6.583 2.238
90 H -0.700 -7.122 -0.770
91 H 0.161 -5.783 -0.010
92 H -2.854 -6.269 -0.036
93 H -1.973 -4.998 -0.882
94 H -2.657 -5.172 1.958
95 H -1.234 -2.100 2.679
96 H -3.645 -3.663 3.083
97 H -2.957 -2.443 4.148
98 H -1.809 -5.269 3.915
99 H -3.027 -4.789 5.097
100 H -0.271 -3.485 4.848
101 H -0.657 -4.810 5.936
102 H -1.889 -2.003 6.068
103 H -0.777 -2.745 7.209
104 H -2.414 -3.380 7.044
105 N 0.784 -0.710 -1.383
106 C 1.130 -0.673 -2.485
107 C 1.530 -0.583 -3.829
108 C 0.553 -0.304 -4.799
109 C 0.944 -0.095 -6.104
110 C 2.289 -0.169 -6.451
111 C 3.251 -0.475 -5.495
112 C 2.883 -0.687 -4.183
113 H -0.489 -0.250 -4.514
114 H 0.203 0.135 -6.857
115 H 2.588 0.014 -7.474
116 H 4.292 -0.540 -5.779
117 H 3.617 -0.927 -3.425

Löwdin atomic charge list, values in e, 2 entries: 1.257 -0.053

Molecular formula: C44H66Cl60NO4P
Method: DFT, the ωB97M-V functional and the def2-TZVPD basis

The multiplicity is 1. The calculation puts the gap between HOMO and LUMO at 5.6 eV.

Cartesian coordinates (Å):
1 C -7.052 -4.409 -1.439
2 C -7.465 -4.368 0.053
3 C -7.578 -2.933 0.610
4 C -6.225 -2.173 0.525
5 C -5.440 -2.222 1.867
6 C -4.443 -1.035 1.942
7 C -3.203 -1.335 2.832
8 C -1.954 -1.668 1.994
9 C -0.624 -1.426 2.772
10 C 0.515 -0.985 1.816
11 C 1.745 -1.952 1.793
12 C 3.059 -1.247 2.219
13 C 4.249 -1.472 1.215
14 P 5.291 -3.023 1.391
15 C 4.243 -4.504 1.794
16 C 6.661 -2.832 2.616
17 C 5.077 -0.178 1.514
18 O 5.748 0.066 2.483
19 N 4.949 0.863 0.531
20 C 4.357 0.195 -0.660
21 C 3.461 1.048 -1.573
22 C 3.923 1.094 -3.053
23 C 3.037 2.130 -3.761
24 O 5.242 1.608 -3.148
25 C 3.884 -1.257 -0.302
26 C 4.574 -2.122 -1.381
27 C 3.909 -3.511 -1.593
28 C 4.241 -3.961 -3.006
29 O 5.288 -3.685 -3.526
30 O 3.351 -4.732 -3.708
31 H -7.376 -5.361 -1.874
32 H -7.548 -3.580 -1.958
33 H -5.974 -4.262 -1.556
34 H -6.797 -4.972 0.678
35 H -8.464 -4.824 0.107
36 H -7.958 -2.956 1.635
37 H -8.288 -2.382 -0.019
38 H -6.406 -1.114 0.303
39 H -5.587 -2.582 -0.265
40 H -6.181 -2.138 2.672
41 H -4.923 -3.181 1.990
42 H -5.007 -0.168 2.301
43 H -4.120 -0.816 0.915
44 H -3.479 -2.135 3.531
45 H -3.022 -0.439 3.439
46 H -1.978 -1.001 1.125
47 H -2.003 -2.720 1.689
48 H -0.361 -2.307 3.368
49 H -0.860 -0.640 3.501
50 H 0.120 -0.873 0.800
51 H 0.843 0.005 2.155
52 H 1.824 -2.498 0.850
53 H 1.532 -2.706 2.562
54 H 3.375 -1.540 3.222
55 H 2.894 -0.160 2.234
56 H 3.205 -4.382 1.469
57 H 4.644 -5.332 1.197
58 H 4.273 -4.828 2.841
59 H 7.322 -3.700 2.543
60 H 7.267 -1.978 2.304
61 H 6.332 -2.646 3.641
62 H 4.188 1.491 0.797
63 H 5.260 0.015 -1.265
64 H 3.548 2.090 -1.220
65 H 2.395 0.801 -1.486
66 H 3.833 0.106 -3.518
67 H 1.978 1.988 -3.527
68 H 3.311 3.128 -3.394
69 H 3.199 2.125 -4.843
70 H 5.861 0.879 -3.083
71 H 2.809 -1.352 -0.504
72 H 4.445 -1.598 -2.337
73 H 5.650 -2.226 -1.245
74 H 4.402 -4.242 -0.940
75 H 2.835 -3.490 -1.397
76 H 3.837 -5.522 -3.969
77 C 6.896 3.301 3.196
78 Cl 8.042 3.829 1.961
79 Cl 7.656 3.277 4.790
80 Cl 5.475 4.354 3.226
81 H 6.568 2.294 2.953
82 C 9.701 -2.885 5.399
83 Cl 9.135 -3.781 6.812
84 Cl 9.954 -3.974 4.030
85 Cl 8.570 -1.595 4.981
86 H 10.655 -2.429 5.647
87 C 1.010 5.338 -2.025
88 Cl 2.155 5.262 -3.364
89 Cl -0.430 6.258 -2.479
90 Cl 0.554 3.717 -1.492
91 H 1.487 5.844 -1.196
92 C -1.584 -0.990 -0.797
93 Cl -3.085 -0.179 -1.251
94 Cl -0.391 0.182 -0.221
95 Cl -1.884 -2.227 0.427
96 H -1.181 -1.476 -1.677
97 C -3.525 6.003 -3.693
98 Cl -4.423 5.950 -2.177
99 Cl -4.316 5.017 -4.928
100 Cl -3.326 7.669 -4.244
101 H -2.540 5.589 -3.517
102 C 5.666 -8.581 -3.532
103 Cl 4.260 -9.647 -3.568
104 Cl 5.466 -7.243 -4.668
105 Cl 5.946 -7.971 -1.900
106 H 6.534 -9.152 -3.836
107 C -2.267 1.110 6.299
108 Cl -3.865 0.363 6.351
109 Cl -1.005 -0.098 6.560
110 Cl -2.025 1.941 4.760
111 H -2.204 1.838 7.092
112 C -11.711 -3.823 1.107
113 Cl -11.105 -2.898 -0.270
114 Cl -11.661 -5.554 0.766
115 Cl -10.797 -3.450 2.571
116 H -12.742 -3.541 1.274
117 C -1.536 9.256 -0.743
118 Cl -0.325 10.007 0.303
119 Cl -2.992 8.849 0.171
120 Cl -1.931 10.295 -2.110
121 H -1.131 8.335 -1.139
122 C 13.951 -0.759 6.354
123 Cl 12.394 -1.065 5.571
124 Cl 13.734 0.209 7.812
125 Cl 14.769 -2.277 6.725
126 H 14.569 -0.200 5.663
127 C -7.423 -8.011 -4.412
128 Cl -6.268 -7.511 -5.650
129 Cl -6.669 -8.010 -2.817
130 Cl -8.845 -6.964 -4.428
131 H -7.743 -9.020 -4.635
132 C -2.395 -4.040 7.686
133 Cl -2.271 -3.067 9.154
134 Cl -3.173 -3.122 6.396
135 Cl -0.801 -4.604 7.176
136 H -3.006 -4.905 7.904
137 C -6.138 4.967 -8.262
138 Cl -5.033 4.926 -9.640
139 Cl -7.670 5.718 -8.712
140 Cl -6.402 3.338 -7.633
141 H -5.684 5.563 -7.481
142 C 7.525 -2.873 -5.656
143 Cl 9.056 -2.375 -4.929
144 Cl 6.964 -1.666 -6.817
145 Cl 7.685 -4.455 -6.426
146 H 6.785 -2.959 -4.868
147 C -6.821 1.776 -2.291
148 Cl -5.200 1.246 -2.748
149 Cl -7.677 0.495 -1.430
150 Cl -6.735 3.240 -1.311
151 H -7.370 2.004 -3.196
152 C -5.310 3.615 8.580
153 Cl -4.072 3.550 7.314
154 Cl -6.732 4.497 8.024
155 Cl -5.754 1.989 9.104
156 H -4.894 4.142 9.429
157 C -2.943 6.501 -12.506
158 Cl -1.439 7.093 -11.796
159 Cl -3.559 7.643 -13.703
160 Cl -2.708 4.905 -13.227
161 H -3.677 6.412 -11.716
162 C 5.157 8.321 1.867
163 Cl 4.162 8.271 3.323
164 Cl 4.319 7.529 0.531
165 Cl 5.574 9.984 1.450
166 H 6.073 7.778 2.060
167 C -1.912 0.879 -5.733
168 Cl -3.409 1.685 -6.205
169 Cl -0.725 2.055 -5.158
170 Cl -2.222 -0.345 -4.498
171 H -1.505 0.385 -6.605
172 C -5.413 7.602 5.337
173 Cl -6.952 7.236 4.554
174 Cl -5.670 8.549 6.805
175 Cl -4.533 6.116 5.704
176 H -4.817 8.193 4.653

Löwdin atomic charge list, values in e, 2 entries: -0.104 -0.251

Number 1: total energy -206290.090 eV. Number 2: total energy -133547.971 eV. Number 3: total energy -816996.243 eV.